# 1
DFT (ωB97M-V/def2-TZVPD) results for a molecular structure, CH4IPS2.

Last column: Löwdin charge in e.
CARTESIAN COORDINATES (ANGSTROEM)
C1 1.4812 -1.0325 -0.3457  -1.34
P1 -1.1010 1.4584 0.1996  0.31
S1 1.7577 -2.5620 0.3922  0.61
S2 -0.7712 -0.5636 0.2176  0.14
I1 2.6177 0.7526 -0.0912  0.73
H1 1.0855 -1.1795 -1.3300  -0.06
H2 -2.0485 1.5176 1.2875  -0.14
H3 -2.1347 1.2787 -0.6999  -0.19
H4 2.3629 -2.1093 1.6133  -0.06

Cartesian forces (eV/Å) of the 2 atoms listed first:
-2.54 1.41 0.90
-0.27 0.40 0.48

Results
**Gap between HOMO and LUMO**: 7.8 eV
**E_HOMO**: -8.481 eV
**Energy**: -1475.8403 hartree
**Lowest unoccupied orbital energy**: -0.67 eV
**Energy above the lowest of the compared OMol25 structures with the same formula, charge and spin**: 43.4 kcal per mole

=====

# 2
DFT (ωB97M-V/def2-TZVPD) results for a gas-phase ion, C10H20N3O3S (charge +1).

Last column: Löwdin charge in e.
CARTESIAN COORDINATES (ANGSTROEM)
C1 -2.6750 2.9070 -0.0536  0.02
C2 -1.8174 1.6359 -0.5359  -0.43
O1 -2.3640 0.8546 -1.3524  0.05
N1 -0.4615 1.4656 0.0339  -0.18
C3 -0.5892 1.4389 1.5215  -0.41
C4 -1.7002 0.6454 2.3528  0.01
O2 0.2452 2.1048 2.1932  0.10
S1 0.3457 0.0623 -0.5992  1.16
C5 1.2160 0.7132 -2.1415  -0.28
C6 0.1980 1.0630 -3.3370  -0.29
N2 -0.1345 2.5135 -3.4269  -0.01
C7 1.7336 -0.5020 0.4909  -0.21
C8 1.2868 -1.4134 1.7326  -0.37
O3 1.1580 -0.8280 2.8458  0.09
N3 1.0608 -2.8650 1.7095  -0.20
C9 -0.2052 -3.2452 1.0110  -0.09
C10 2.2492 -3.6325 1.2260  -0.08
H1 -2.0562 3.8560 0.0717  0.11
H2 -3.2569 2.6028 0.8850  0.09
H3 -3.4405 3.1309 -0.8858  0.12
H4 -1.9570 -0.3682 1.8702  0.09
H5 -2.6399 1.2803 2.4837  0.09
H6 -1.2793 0.4276 3.4044  0.12
H7 1.9021 1.5827 -1.8356  0.12
H8 1.8636 -0.1765 -2.4942  0.12
H9 -0.7359 0.3825 -3.3127  0.12
H10 0.7398 0.7800 -4.3174  0.14
H11 -0.2709 2.9454 -2.5020  0.06
H12 0.7094 2.9884 -3.8060  0.09
H13 2.3165 0.4312 0.8446  0.14
H14 2.4594 -1.0979 -0.1703  0.11
H15 -1.0610 -2.7018 1.5671  0.10
H16 -0.2213 -3.0067 -0.1099  0.09
H17 -0.3804 -4.3635 1.2294  0.12
H18 2.9655 -3.0472 0.5556  0.08
H19 1.9505 -4.6085 0.6901  0.11
H20 2.8461 -3.9555 2.1614  0.11

Cartesian forces (eV/Å) of the 2 atoms listed first:
0.22 -0.15 -0.53
-3.46 -1.09 -2.32

Results
**Gap between HOMO and LUMO**: 8.6 eV
**E_HOMO**: -12.694 eV
**Energy**: -1180.7940 hartree
**Total charge**: +1
**Lowest unoccupied orbital energy**: -4.05 eV